Density functional theory data (ωB97M-V/def2-TZVPD) for a molecular structure, C33H25OsPSe3Te.

```
64
Properties=species:S:1:pos:R:3:forces:R:3
Os 2.8278 -0.3296 0.5268 0.486 -0.157 -0.097
Se 2.5842 -1.8315 2.4380 0.016 0.267 -0.247
Se 4.6518 -2.0339 1.3898 -0.276 -0.898 -0.253
Te 5.2062 0.6884 1.2436 -0.295 0.940 0.048
Se 4.0281 1.3026 -0.8903 0.000 -0.259 -0.019
C 1.8223 -1.5161 -5.6242 -0.059 -0.021 0.031
C 2.8460 -1.0448 -4.8191 -0.036 -0.018 0.043
C 2.6630 -0.9685 -3.4427 0.025 0.042 -0.054
C 1.4589 -1.3698 -2.8766 0.230 0.358 0.047
C 0.4295 -1.8465 -3.6872 0.021 0.001 -0.053
C 0.6132 -1.9135 -5.0579 0.042 0.014 0.000
P 1.3046 -1.4019 -1.0707 -0.033 -0.463 0.980
C 1.3773 -3.2158 -0.8004 -0.069 0.047 -0.057
C 2.6368 -3.8062 -0.8880 -0.010 -0.080 -0.038
C 2.7888 -5.1728 -0.7087 -0.020 0.030 0.007
C 1.6811 -5.9668 -0.4425 0.010 0.025 -0.005
C 0.4204 -5.3915 -0.3843 0.042 0.019 -0.020
C 0.2668 -4.0237 -0.5693 0.022 -0.009 -0.059
C -0.3898 -0.8863 -0.6771 -0.016 0.175 -0.190
C -1.0326 -1.3405 0.4727 -0.004 0.024 0.045
C -2.2405 -0.7855 0.8672 0.061 0.031 -0.022
C -2.7978 0.2568 0.1392 0.037 0.025 -0.013
C -2.1517 0.7344 -0.9917 0.029 -0.042 0.011
C -0.9531 0.1648 -1.3985 -0.075 -0.050 -0.044
H 1.9619 -1.5774 -6.6958 -0.014 0.003 0.004
H 3.7866 -0.7353 -5.2560 -0.010 0.005 0.007
H 3.4577 -0.5922 -2.8071 -0.043 -0.062 -0.061
H -0.5084 -2.1663 -3.2491 0.009 0.008 0.010
H -0.1864 -2.2805 -5.6880 0.006 -0.002 -0.006
H 3.5039 -3.1957 -1.1073 0.010 0.006 0.035
H 3.7747 -5.6157 -0.7710 -0.011 0.008 -0.006
H 1.7992 -7.0319 -0.2900 0.004 0.007 -0.008
H -0.4503 -6.0079 -0.1998 0.005 0.012 0.002
H -0.7247 -3.5960 -0.5414 -0.023 -0.004 -0.009
H -0.5807 -2.1157 1.0788 0.025 0.025 0.035
H -2.7292 -1.1453 1.7636 0.007 0.009 -0.003
H -3.7205 0.7169 0.4695 -0.014 -0.025 -0.012
H -2.5693 1.5648 -1.5468 0.017 0.004 0.007
H -0.4512 0.5510 -2.2780 0.013 0.014 0.018
C 1.3897 0.8802 1.1333 0.028 0.046 -0.066
C 0.4991 1.6289 1.5122 -0.255 -0.013 0.050
C -0.5958 2.4094 1.8944 -0.064 0.092 -0.008
C -1.0473 3.4524 0.9649 0.058 -0.187 0.216
C -2.3717 3.9099 0.9356 -0.095 0.039 -0.069
C -2.7693 4.8935 0.0411 0.042 -0.079 0.045
C -1.8595 5.4394 -0.8550 0.022 -0.041 0.000
C -0.5540 4.9600 -0.8716 -0.018 -0.052 0.012
C -0.1562 3.9758 0.0173 0.066 0.053 -0.045
C -1.2386 2.1190 3.1815 0.109 0.050 -0.226
C -1.0672 0.8615 3.7795 -0.014 -0.085 0.056
C -1.6429 0.5630 5.0029 0.027 0.025 -0.062
C -2.3997 1.5161 5.6751 0.024 0.008 -0.017
C -2.5573 2.7752 5.1111 0.019 -0.005 -0.062
C -1.9817 3.0760 3.8857 -0.020 0.071 0.082
H -3.1055 3.4607 1.5918 0.012 0.050 0.028
H -3.7995 5.2273 0.0379 0.002 0.000 0.011
H -2.1662 6.2185 -1.5410 -0.003 -0.020 -0.008
H 0.1583 5.3549 -1.5855 0.004 0.008 0.022
H 0.8598 3.5984 -0.0049 -0.011 0.040 0.013
H -0.4676 0.1210 3.2634 -0.023 0.004 0.004
H -1.4968 -0.4185 5.4379 0.004 0.015 -0.006
H -2.8409 1.2878 6.6368 -0.017 -0.008 -0.023
H -3.1252 3.5350 5.6336 0.029 0.006 0.005
H -2.0683 4.0799 3.4921 -0.039 -0.026 -0.007
```
Positions in Å, forces in eV/Å.

Calculated values
F_max, hartree/bohr: 0.0211
Spin multiplicity: 5
Kohn-Sham gap (spin up / spin down), eV: 5.5 / 5.9
Highest occupied orbital energy (spin up / spin down), eV: -6.1 / -7.8

These are the Löwdin partial charges, in e, on atoms 1 to 2:
1. Os 0.25
2. Se 0.12